(1)
48
Properties=species:S:1:pos:R:3:forces:R:3:mulliken_charge:R:1 method="wB97M-V/def2-TZVPD" smiles=CO.CO.CO.CO.CO.CO.CO.CO e_above_lowest_kj_mol=396.4 e_lumo_ev=0.3 e_homo_ha=-0.34609
H -0.722639 -1.223402 0.012356 -0.48 0.53 -0.28 0.091
H 1.307144 3.830930 3.217418 -0.23 0.00 0.33 0.231
H 0.396768 3.627136 1.699419 -0.06 -0.16 0.13 0.043
H -0.502528 5.501038 3.603312 0.05 -0.02 0.03 0.284
C 0.606039 4.303206 2.528247 -0.07 0.84 -0.79 -0.391
H 2.320440 -0.824245 -4.371477 0.17 0.15 -0.02 0.310
O -0.069809 0.538424 0.854333 0.05 0.48 0.05 -0.440
O -4.099790 -2.770091 2.452357 0.32 -0.15 -0.34 -0.545
H -3.292355 -1.661496 -3.455298 0.00 -0.06 0.25 0.307
H -1.518008 3.109366 -0.637846 -0.09 -0.40 -0.03 0.265
C 2.556170 -1.007960 -3.326875 -0.19 -1.12 -0.21 -0.351
H -2.515252 -0.208413 -5.157292 -0.05 0.01 0.03 0.295
H -4.592622 -2.282924 3.111522 -0.07 0.01 0.07 0.313
H 3.228459 1.729686 1.355735 -0.05 0.05 0.20 0.278
H 3.184787 -1.907736 -3.242667 0.36 0.32 -0.32 0.228
H -2.577806 -0.140058 -2.815969 -0.26 0.06 -0.24 0.217
C 0.096135 -0.506358 -0.065806 0.79 -2.01 0.22 -0.340
O 3.174699 0.139829 -2.767735 -0.32 -0.53 0.38 -0.490
O 2.716580 0.946633 1.580564 -0.19 0.12 -0.19 -0.494
H 0.921222 -1.180229 0.214191 0.20 0.41 0.21 0.177
H 1.737118 0.030856 3.085424 0.26 -0.08 -0.11 0.271
H -2.040646 -2.729253 2.702494 0.04 0.25 0.31 0.229
H -2.605284 -2.014221 1.215992 -0.25 0.10 -0.05 0.062
H -1.885585 4.164643 0.700549 -0.26 0.21 -0.11 0.221
H 1.731142 1.715318 3.310998 0.42 0.39 -0.21 0.147
O -2.406890 2.221193 1.074586 -0.17 -0.43 0.07 -0.467
H -3.220422 3.471737 -0.281992 -0.03 0.16 -0.05 0.268
C -2.833973 -2.112039 2.277008 -0.67 -0.28 0.04 -0.341
H -1.580398 1.741642 1.227758 0.01 0.11 -0.36 0.407
H 0.807326 0.806263 1.165946 -0.03 0.00 -0.34 0.225
H 1.175202 -5.373615 -1.413609 -0.36 0.08 -0.18 0.288
H -2.925853 -1.125756 2.725595 0.63 0.10 -0.03 0.260
H 0.325093 -0.280354 -1.109243 -0.44 0.71 0.03 0.253
H 2.243198 -3.354880 -0.272487 0.04 -0.24 0.00 0.265
C -2.391128 -1.049765 -3.398423 0.12 0.30 0.25 -0.349
H 1.634233 -4.307071 -2.830147 -0.72 0.01 0.11 0.239
C 1.778409 -4.544064 -1.775998 1.40 -0.39 -0.33 -0.715
H 2.819952 -4.901371 -1.794436 -0.07 0.06 0.37 0.305
H 1.087961 5.182461 2.087036 0.32 -0.17 -0.03 0.346
H -1.609401 -1.550154 -2.827141 -0.03 -0.34 -0.28 0.050
O 1.628117 -3.374680 -1.007793 -0.28 0.48 0.05 -0.370
H 3.248523 0.759810 3.598513 0.02 0.28 -0.02 0.338
C -2.246941 3.282291 0.161073 0.48 0.23 0.41 -0.617
H 1.637877 -1.382267 -2.851521 -0.09 0.81 0.25 0.030
O -1.896002 -0.781272 -4.699627 0.25 0.02 0.02 -0.517
O -0.637414 4.719137 3.062756 -0.01 -0.43 0.31 -0.503
H 3.429770 -0.137743 -1.878974 0.04 0.36 -0.06 0.273
C 2.378390 0.909826 2.957173 -0.47 -0.86 0.50 -0.586


(2)
48
Properties=species:S:1:pos:R:3:forces:R:3:mulliken_charge:R:1 method="wB97M-V/def2-TZVPD" e_above_lowest_kj_mol=302.1 s_squared=0.755 total_charge=+1 e_lumo_ev="-2.5 / -9.7" spin_multiplicity=2 e_homo_ha="-0.45909 / -0.45847"
O -3.610156 -2.817938 -0.109879 1.01 -0.51 0.18 -0.463
H 1.524352 2.752760 0.531529 -0.79 0.45 0.32 -0.116
C 3.486728 0.027004 2.671547 -0.70 0.98 -0.43 -0.486
H -4.210438 0.570338 -0.475293 0.42 -0.88 0.07 0.279
H 2.415800 2.037270 -2.808340 0.05 -0.01 -0.42 0.246
O 2.838943 0.906337 -1.148013 -0.24 -1.12 -0.46 -0.400
C -0.833973 -0.862127 4.541139 -1.46 0.85 1.26 -0.397
H -3.768875 1.355777 -1.955320 -0.07 -0.34 -0.39 0.293
H 3.529540 -0.024802 1.583624 0.09 -0.13 0.00 0.194
H 2.785370 1.658487 -0.553881 0.53 0.33 -0.49 0.253
H 1.050957 -1.717990 -2.961527 -0.06 0.02 0.15 0.281
H -4.943535 -2.195744 1.240578 -0.86 0.65 -0.19 0.262
H -3.590257 -2.190921 -0.836549 -0.30 0.20 -0.24 0.287
O -0.915638 -1.285286 1.025828 1.64 0.68 0.35 -0.403
H 0.128000 -0.396880 -5.327727 0.53 1.22 1.06 0.301
C -3.364089 0.764045 -1.134293 1.46 1.30 -0.72 -0.588
O -2.001344 -1.396204 3.935614 1.79 0.90 0.62 -0.188
O -2.580209 -0.355819 -1.580233 -1.49 -0.98 0.72 -0.435
H -1.687624 -0.161921 -1.875704 -0.11 0.51 -0.26 0.231
H -5.657915 -2.983150 -0.275469 -0.25 -0.09 0.49 0.291
H -0.172446 -0.252537 3.925607 0.03 0.12 -1.03 0.211
H 1.315770 4.019979 -0.770173 -0.38 -0.61 -0.21 0.213
H -1.702504 -1.931024 3.196525 0.09 -0.66 -1.06 0.392
H 0.892294 -0.857655 -0.143011 -0.12 -0.85 0.30 0.475
C 0.056845 -0.404239 0.390426 -0.81 0.47 -0.52 -0.175
O 3.194039 3.577927 -0.150862 0.91 0.25 0.07 -0.559
H -0.302137 -1.891470 -5.172173 0.04 -1.07 0.58 0.312
O 0.338775 -1.171691 -3.302039 0.07 0.47 -0.42 -0.402
H 1.418154 -1.555354 -5.097446 0.10 0.05 0.35 0.319
H -0.404631 0.220975 -0.373924 -0.27 -0.09 0.13 0.105
H 3.528748 1.074479 2.970102 0.36 0.21 -0.17 0.257
C -4.877920 -2.979506 0.485908 0.69 0.56 0.50 -0.594
H -1.169175 -0.211480 5.348855 -0.09 -0.19 -0.06 0.325
H 3.657908 4.319266 0.245162 0.29 -0.14 -0.14 0.327
H -1.730418 -1.294280 0.518246 -0.36 -0.08 -0.63 0.359
C 1.827919 3.726068 0.146027 -0.05 0.78 -0.70 -0.344
C 0.445827 -1.242103 -4.717240 -0.78 -0.60 -1.58 -0.800
H 4.136756 1.824208 -2.459586 0.09 -0.19 -0.41 0.292
H 3.160547 0.451159 -3.164587 0.10 0.05 0.29 0.202
H 1.492634 -0.502911 2.569961 0.73 0.10 -0.70 0.320
H -4.847788 -3.839995 1.154301 -0.11 -0.58 -0.72 0.265
C 3.173332 1.316122 -2.501423 -0.43 0.71 1.48 -0.567
H -2.664870 1.454433 -0.662520 -0.25 0.17 0.55 0.259
H 1.665783 4.613451 0.757879 -0.19 -0.54 0.78 0.436
O 2.232557 -0.431583 3.177436 -0.17 -0.84 1.15 -0.486
H 0.506853 0.322722 1.066523 -0.22 -0.20 0.61 -0.209
H 4.348012 -0.465449 3.122957 -0.45 -0.42 0.09 0.279
H -0.116500 -1.572748 4.951441 -0.03 -0.92 -0.17 0.343


(3)
67
Properties=species:S:1:pos:R:3:forces:R:3:mulliken_charge:R:1 method="wB97M-V/def2-TZVPD" smiles="NC(N)=O.NC(N)=O.NC(N)=O.NC(N)=O.NC(N)=O.NC(N)=O.NC(N)=O.NC(N)=O.O" e_above_lowest_kj_mol=0.0 e_lumo_ev=0.2 e_homo_ha=-0.33628
H 0.896684 -1.527633 3.093444 -0.16 0.05 0.21 0.208
H 4.164627 0.051757 -3.359616 0.07 0.07 -0.08 0.171
H -0.592179 3.261732 0.361947 0.05 -0.05 -0.05 0.065
H -0.533444 -0.809780 -0.928584 -0.07 0.06 -0.02 0.009
H -1.322367 5.018021 -3.275577 0.03 -0.08 -0.09 0.188
H 1.046681 0.396144 1.979487 -0.01 0.02 0.02 0.195
N -0.628597 5.201741 -2.573801 0.16 0.04 0.02 -0.452
N -0.085081 -3.223291 -2.760888 -1.07 0.93 0.26 -0.408
H 3.256078 -1.519638 1.262417 0.27 -0.06 0.54 0.324
H 0.572765 2.168362 -2.446771 0.18 0.22 0.47 0.108
H 3.526608 -1.957876 2.946244 0.05 -0.26 0.07 0.201
O 0.156703 4.491307 3.193753 0.20 -0.18 -0.47 -0.690
H -1.342012 3.067750 1.937578 -0.32 0.14 -0.33 0.190
H 2.356823 1.093685 1.057593 0.15 0.16 0.09 0.326
N 1.461075 0.652179 1.100348 -0.51 -0.04 -0.85 -0.076
H -2.238512 -4.629602 -2.655665 -0.13 -0.09 0.09 0.204
N -2.101514 -0.627603 3.918336 1.15 -0.52 -0.98 -0.397
O -1.388844 -1.791877 2.085150 0.48 0.24 0.54 -0.878
H 1.160639 -3.924774 0.316004 -0.45 0.10 0.04 0.145
N 3.730602 -0.142672 -2.481564 0.17 -0.57 0.82 -0.302
N 1.579458 4.210306 1.416475 -0.76 -0.26 0.23 -0.225
O 1.986806 -3.989845 2.732874 -0.07 0.03 -0.16 -0.667
N -5.937663 -0.631306 0.476274 0.69 -0.60 0.40 -0.400
H -2.479250 0.219839 -2.427396 0.19 0.05 0.04 0.472
O 1.401032 0.755282 -1.162949 -0.41 0.06 0.03 -0.890
H 1.387046 -2.170750 0.258086 0.00 -0.25 -0.48 0.034
H 0.375590 -0.509342 4.388430 0.08 -0.06 0.17 0.154
C 2.147493 -3.103698 1.907549 0.66 -0.40 0.24 0.289
N 2.994067 -2.038612 2.102768 -0.75 0.34 -0.68 -0.189
H -0.245813 6.131735 -2.580155 -0.03 0.01 0.19 0.257
H -3.056719 -0.737241 3.613590 -0.09 0.02 0.19 0.193
H -0.539553 -0.765159 0.810651 -0.26 -0.26 -0.30 -0.165
O 1.245430 4.414313 -1.507575 -0.43 0.38 -0.34 -0.698
H -5.834067 -0.357409 -0.479678 -0.21 0.30 0.00 0.177
C 0.872936 0.395465 -0.101733 0.63 -0.25 0.13 0.164
O -2.393072 1.089365 -2.011633 -0.23 -0.02 0.02 -0.772
H 0.446622 -2.515514 -3.240679 0.65 -0.53 0.05 0.257
H -6.737442 -0.437424 1.046998 -0.32 0.01 -0.40 0.227
N -3.662508 -1.155174 0.653266 -0.82 -0.13 -0.61 -0.048
H 6.180912 -0.795765 -2.526708 -0.05 0.11 -0.07 0.147
H -2.869246 -1.581626 1.139521 -0.37 0.20 -0.16 0.214
O 3.892109 -0.860088 -0.315859 0.24 0.26 -0.45 -0.692
N 5.726879 -0.968514 -1.651509 -0.11 0.02 0.15 -0.459
N -0.288311 -0.330095 -0.072529 0.35 0.50 0.18 0.715
H 2.765821 0.084533 -2.296927 -0.15 0.31 0.01 0.296
N 0.180934 -0.938943 3.504496 -0.56 0.03 -0.46 -0.301
H -1.828484 -0.130519 4.741064 -0.39 0.16 0.19 0.162
H 0.120350 -4.199624 -2.701901 0.41 -0.04 -0.25 0.185
N -2.323696 -3.710114 -2.262231 0.70 0.50 0.05 -0.479
N 1.529577 -3.070753 0.679716 0.45 0.20 0.53 -0.043
C 0.264464 4.214469 -2.223300 0.65 -0.96 0.25 0.633
C 4.413057 -0.652629 -1.411191 0.06 -0.09 -0.47 0.483
C 0.376239 4.086391 2.054965 0.19 -0.36 0.23 0.479
H -3.548198 -0.591037 -0.172234 0.40 0.01 0.05 0.084
H 6.298211 -1.247953 -0.877174 -0.09 -0.04 0.09 0.225
O -1.649146 -1.577766 -2.613812 0.45 -0.08 0.27 -0.738
N -0.576665 3.358970 1.359544 0.39 0.29 0.58 -0.215
N -0.015376 2.956641 -2.672348 -0.42 0.20 -0.45 -0.183
H -1.711442 0.953289 -1.338841 -0.04 0.03 -0.05 0.235
O -5.132096 -1.789261 2.261433 0.01 0.28 -0.44 -0.683
C -1.355789 -2.769472 -2.541192 -0.83 -0.56 -0.36 0.639
C -1.123342 -1.158008 3.113166 -0.50 -0.11 0.61 0.640
H 2.321215 4.690143 1.884772 0.02 0.13 -0.05 0.194
C -4.922037 -1.258106 1.168256 0.48 0.19 1.04 0.581
H -0.829320 2.741012 -3.220567 -0.14 0.10 0.13 0.158
H 1.693853 3.790415 0.509034 0.22 0.34 -0.17 0.180
H -3.237574 -3.298344 -2.182630 -0.13 -0.24 0.01 0.241


(4)
54
Properties=species:S:1:pos:R:3:forces:R:3:mulliken_charge:R:1 method="wB97M-V/def2-TZVPD" smiles=CCO.CCO.CCO.CCO.O.O.O.O.O.O e_above_lowest_kj_mol=377.4 e_lumo_ev=0.1 e_homo_ha=-0.37528
O 1.175801 -1.485894 -3.931581 0.03 0.21 0.12 -0.635
H -2.086629 -0.602564 -0.285441 0.00 0.01 -0.12 0.280
C 1.939091 4.281626 -3.772551 1.69 -0.97 0.26 -0.876
H -4.856779 -1.278704 2.017729 0.29 0.04 -0.14 0.321
H -2.090999 2.809976 6.213679 0.09 0.15 -0.18 0.311
H -4.169219 0.769496 -3.290891 0.02 0.26 0.05 0.319
C 0.516741 4.496196 -4.127121 -1.01 0.85 -0.78 -0.238
C -0.416139 -0.624524 0.742209 0.10 -0.70 0.17 -0.143
O -4.392639 -0.158384 -3.364101 -0.01 -0.14 0.20 -0.628
H -0.247739 0.392916 2.593959 0.61 0.30 -0.05 0.264
H -5.871429 -0.883654 3.069549 -0.07 0.14 0.19 0.314
H -4.230009 -0.372624 -4.282741 0.01 -0.11 -0.23 0.312
H 0.186901 0.100516 0.195619 -0.16 0.55 0.13 0.270
H 5.613661 1.738056 1.640939 0.30 0.26 -0.08 0.323
H 0.355931 4.500386 -5.205191 0.25 0.16 -0.25 0.247
H 0.522021 -1.629534 -4.615811 -0.18 0.00 -0.18 0.317
H 7.704081 -1.299754 1.469889 -0.02 0.03 0.10 0.305
O -3.380819 3.541926 1.757719 0.13 0.21 0.06 -0.634
H 1.632581 2.978176 7.332899 0.04 0.09 0.25 0.321
O 7.530111 -0.826084 0.653209 0.35 -0.05 -0.43 -0.512
H 2.509281 5.172256 -3.508451 -0.43 0.21 0.06 0.315
H -0.112619 3.661076 -3.819601 -0.09 0.23 0.57 0.245
H -3.033629 -7.627764 -1.440491 0.34 -0.09 0.28 0.237
H 0.149021 6.423556 -4.252401 0.05 -0.04 0.00 0.299
H 6.054241 0.422846 2.661139 -0.24 -0.18 0.22 0.287
H -0.744049 -1.153054 2.888369 -0.20 -0.69 -0.60 0.316
H 7.226321 1.134166 0.047649 0.31 -0.60 -0.57 0.274
H 1.531361 -2.356444 -3.752821 0.13 -0.21 0.07 0.319
H -2.779839 -4.628694 -1.606491 -0.61 0.37 -0.80 0.250
H 1.340291 3.220836 5.867439 -0.04 0.16 -0.22 0.318
H -0.120039 -1.558704 0.264989 -0.25 -0.45 0.15 0.271
O 0.012091 5.737166 -3.595351 -0.23 -0.60 0.16 -0.527
H 2.053711 3.561686 -2.962211 -0.07 0.20 0.29 0.228
H -1.890279 1.691956 7.214499 0.18 -0.17 0.11 0.322
H -3.283779 2.821046 1.135509 0.11 -0.23 -0.16 0.319
H -2.944259 -7.446344 -3.747901 -0.10 -0.03 -0.10 0.298
H -4.219569 3.376186 2.188129 -0.21 -0.01 0.13 0.315
O -3.421729 -6.776754 -3.252661 -0.31 0.32 0.23 -0.535
O -1.819079 -0.398794 0.613719 0.14 0.13 -0.01 -0.513
H -2.890029 -5.352214 -0.206321 -0.30 -1.01 0.47 0.361
O -2.570799 2.176146 6.746859 -0.26 0.00 0.04 -0.631
H 0.936231 -0.968444 2.434439 0.05 0.29 -0.15 0.335
O 1.647671 2.549876 6.476999 -0.03 -0.24 -0.03 -0.642
C -3.304929 -5.495004 -1.204101 1.48 1.09 -0.05 -1.055
H 8.074351 0.997966 1.518759 0.06 -0.17 0.38 0.240
C -2.779019 -6.701474 -1.955511 -0.95 -0.47 -0.84 -0.137
C 7.271421 0.526936 0.951719 -0.41 0.58 -0.77 -0.227
O -5.682199 -1.556124 2.415169 -0.17 -0.17 -0.05 -0.635
H 5.072371 0.170176 1.234899 0.49 -0.39 -0.50 0.281
H -1.727119 -6.658334 -2.237891 0.30 0.18 1.03 0.273
H 2.517351 3.827186 -4.577041 -0.16 -0.05 -0.31 0.306
H -4.381499 -5.325534 -1.184761 0.16 -0.34 -0.21 0.309
C 5.946541 0.700516 1.612619 -0.84 0.52 1.66 -0.971
C -0.072309 -0.615464 2.219139 -0.38 0.57 0.45 -1.085